This record from the OMol25 dataset describes a structure of composition C32H42F4N3O3STeTi. The level of theory is ωB97M-V with the def2-TZVPD basis set.

For the HOMO energy (alpha / beta), the calculation gives -5.1 / -7.3 eV. For the LUMO energy (alpha / beta), the calculation gives 0.07 / 0.06 eV. Its spin multiplicity is 4. For the energy above the lowest of the compared OMol25 structures with the same formula, charge and spin, the calculation gives 2.32 kcal/mol.

CARTESIAN COORDINATES (ANGSTROEM)
1 Ti 0.0164 0.8833 0.2812
2 C 2.4491 3.7697 0.5803
3 C 1.6344 4.1038 1.8233
4 N 0.7126 3.0411 2.2276
5 C -0.3331 3.6025 3.0946
6 C -1.4382 4.3003 2.3199
7 C 1.4164 1.9342 2.8665
8 C 0.5092 0.7082 3.1519
9 N -0.5975 0.5735 2.1977
10 C -1.8673 0.3289 2.6173
11 C -2.8570 0.0232 1.6491
12 F -2.5108 -0.0476 0.3476
13 C -4.1793 -0.2102 1.9422
14 F -5.0131 -0.4879 0.9293
15 C -4.6649 -0.1751 3.2335
16 C -3.7357 0.1126 4.2069
17 F -4.1260 0.1763 5.4885
18 C -2.4022 0.3529 3.9322
19 F -1.6437 0.6414 5.0181
20 H 3.3154 3.1480 0.8101
21 H 2.8199 4.6784 0.1046
22 H 1.8230 3.2468 -0.1440
23 H 1.0453 5.0005 1.6298
24 H 2.3111 4.3530 2.6582
25 H 0.1257 4.2933 3.8216
26 H -0.7730 2.8016 3.6782
27 H -1.0795 5.1802 1.7839
28 H -2.2209 4.6289 3.0051
29 H -1.8699 3.6125 1.5955
30 H 1.8911 2.2414 3.8155
31 H 2.2285 1.6447 2.1983
32 H 0.1516 0.7814 4.1675
33 H 1.1387 -0.1903 3.1090
34 H -5.7028 -0.3535 3.4646
35 C 0.7765 -3.5654 -0.7046
36 Te -0.1342 -2.5179 0.9199
37 C -1.2453 -4.3119 1.2502
38 C -0.7520 -5.3211 0.2453
39 C -1.2677 -6.6162 0.2377
40 C -0.8431 -7.5421 -0.6977
41 C 0.1064 -7.1795 -1.6445
42 C 0.6228 -5.8969 -1.6412
43 C 0.2036 -4.9600 -0.6986
44 H 1.8569 -3.5862 -0.5637
45 H 0.5501 -3.0550 -1.6419
46 H -2.3085 -4.1203 1.1132
47 H -1.0871 -4.6550 2.2710
48 H -2.0126 -6.8937 0.9737
49 H -1.2521 -8.5439 -0.6921
50 H 0.4397 -7.8958 -2.3839
51 H 1.3616 -5.6099 -2.3804
52 C -2.9145 2.3847 -1.8670
53 C -1.7027 2.9316 -1.1990
54 C -1.2207 4.3150 -1.4738
55 O -1.0722 2.2193 -0.2986
56 H -3.7728 3.0560 -1.7433
57 H -3.1791 1.4114 -1.4600
58 H -2.7604 2.2674 -2.9464
59 H -1.0691 4.4834 -2.5465
60 H -0.2787 4.4997 -0.9583
61 H -1.9401 5.0754 -1.1426
62 O 1.9387 0.0360 0.4462
63 S 2.7933 0.5474 -0.7278
64 C 4.4789 0.4052 -0.0713
65 C 5.2934 -0.2980 -1.1487
66 C 4.3998 -1.4384 -1.6335
67 C 3.0287 -0.8235 -1.8936
68 H 4.3792 -0.2140 0.8220
69 H 4.8405 1.3926 0.2095
70 H 6.2456 -0.6482 -0.7513
71 H 5.5122 0.3871 -1.9714
72 H 4.3253 -2.2015 -0.8556
73 H 4.7864 -1.9175 -2.5324
74 H 2.1789 -1.4836 -1.7536
75 H 2.9409 -0.3752 -2.8844
76 O 0.2840 0.2361 -1.5256
77 N -0.4740 0.1992 -2.6732
78 C 0.0134 0.9242 -3.7502
79 C -0.3326 0.5752 -5.0208
80 C -1.1348 -0.5530 -5.2728
81 C -1.5430 -1.3193 -4.1606
82 C -1.1958 -0.9642 -2.8950
83 H 0.5979 1.7937 -3.4864
84 H 0.0160 1.1989 -5.8338
85 H -1.4074 -0.8340 -6.2774
86 H -2.1532 -2.2030 -4.2913
87 H -1.4901 -1.4935 -1.9994